1.
{
  "formula": "C3H7F2NS",
  "method": "the ωB97M-V functional and the def2-TZVPD basis",
  "symbols": ["H", "N", "C", "C", "S", "H", "H", "H", "H", "F", "C", "F", "H", "H"],
  "coordinates": [[-1.2049, 1.2048, -0.0586], [-0.5827, 0.6471, 0.6529], [0.5867, 0.9080, 0.9124], [1.3615, 0.0466, 1.8003], [3.1588, -0.2664, 1.2482], [1.0023, 1.8822, 0.7226], [1.0191, -0.9014, 1.5794], [1.4605, 0.1830, 2.8376], [3.2182, 0.8155, 0.3610], [-2.5315, 0.2067, -1.5888], [-1.9326, -0.9750, -2.0273], [-2.5880, -2.0030, -1.5170], [-2.1240, -0.8581, -3.1330], [-0.8434, -0.8898, -1.7898]],
  "atomic_forces_ev_per_a": [[2.0610, -0.6811, 2.0457], [-4.1237, -1.0688, -2.6016], [1.0347, 2.7704, 1.0874], [2.6925, -1.0830, -1.2623], [-0.6918, 1.7698, -0.9146], [0.6729, 0.5654, -0.7197], [-1.2335, -2.1073, 0.2885], [-0.4884, 0.8500, 1.2003], [0.0908, -1.0383, 0.8806], [0.1837, -0.3237, 0.5795], [0.1680, 2.4226, -2.1262], [0.1560, -0.4993, 0.3889], [0.4421, -0.9403, 0.8847], [-0.9642, -0.6364, 0.2688]],
  "relative_energy_kcal_mol": 24.4,
  "smiles": "[H]/N=C/CS.FCF",
  "multiplicity": 1
}

---

2.
{
  "formula": "C3H7FN2O2",
  "method": "the ωB97M-V functional and the def2-TZVPD basis",
  "symbols": ["N", "C", "C", "F", "C", "O", "N", "O", "H", "H", "H", "H", "H", "H", "H"],
  "coordinates": [[2.1996, 0.2878, 0.5959], [1.3625, -0.5010, -0.3130], [-0.0395, -0.4908, 0.2038], [-0.7112, -1.5185, -0.4880], [-0.7381, 0.7749, -0.1488], [-0.1015, 1.8008, -0.3809], [-2.0823, 0.7649, -0.1453], [-2.7591, -0.2761, 0.5748], [2.2789, 1.2687, 0.1818], [3.1527, -0.0775, 0.5652], [1.2401, -0.2528, -1.3982], [1.6681, -1.5585, -0.3298], [-0.1215, -0.7556, 1.2874], [-2.6428, 1.5758, -0.1316], [-2.7060, -1.0421, -0.0732]],
  "atomic_forces_ev_per_a": [[0.7834, 1.6584, -1.7532], [-0.0626, -0.6793, -0.3359], [-0.4974, -1.4296, 0.5280], [-0.2086, -0.4423, -0.2052], [0.6655, 2.2696, 0.7560], [-0.5300, -0.7210, -0.2383], [-0.8010, -2.0551, 0.5838], [0.6569, -0.5439, -1.7589], [-0.3168, -1.6622, 0.9841], [-0.2877, 0.0758, 0.0725], [0.7752, 0.4245, 0.7456], [0.0756, 0.3125, 0.3148], [0.1557, 0.5386, -0.7746], [-0.2007, 1.0860, -0.1028], [-0.2075, 1.1678, 1.1843]],
  "relative_energy_kcal_mol": 57.4,
  "smiles": "NC[C@H](F)C(=O)NO",
  "multiplicity": 1
}